Entry 1:
DFT (ωB97M-V/def2-TZVPD) results for a single C6H5NO molecule at a distorted geometry.

```
13
Properties=species:S:1:pos:R:3:forces:R:3:nbo_charge:R:1
C 2.5897 -0.7762 0.5278 -1.7 -0.5 1.3 -0.28
C 1.4342 -0.3727 0.8081 3.5 -0.4 0.3 -0.03
C 0.0227 0.1590 0.8590 2.4 -3.0 -1.6 -0.30
C -0.5493 -0.6035 -0.3529 0.5 2.0 -1.8 0.14
O -1.8383 -1.0481 -0.5352 0.2 1.7 -0.1 -0.67
C -0.2463 0.9093 -0.4289 -2.6 0.5 2.0 -0.33
C -1.2503 1.9819 -0.3025 -2.1 0.8 -1.7 0.28
N -2.1081 2.7668 -0.4740 2.3 -1.8 0.9 -0.30
H 3.5972 -1.3966 0.4543 -2.8 2.0 0.1 0.28
H -0.6160 0.1483 1.7333 0.4 0.5 0.0 0.28
H 0.2643 -1.0012 -1.0081 -1.1 -0.6 0.8 0.20
H -1.8728 -1.9398 -0.2669 -0.2 -1.7 0.5 0.48
H 0.5730 1.1727 -1.0141 1.3 0.5 -0.7 0.26
```
Forces are in eV/Å.

Summary:
SMILES: C#C[C@@H]1[C@@H](O)[C@H]1C#N
molecular weight: 107.112 g mol⁻¹
HOMO level: -9.83 eV
orbital gap: 10.3 eV
net charge: 0
ΔE to the lowest compared entry with this formula, charge and spin: 3.4162 eV
lowest unoccupied orbital energy: 0.505 eV



Entry 2:
DFT (ωB97M-V/def2-TZVPD) results for a molecular structure, C4H7INO at a distorted geometry.

```
14
Properties=species:S:1:pos:R:3:forces:R:3:nbo_charge:R:1
C -1.7126 0.8513 0.3105 0.5 4.9 0.5 0.31
C 1.1610 0.9099 -0.0862 1.3 0.3 0.8 -0.43
C 0.6684 0.0417 -1.2327 1.5 -0.6 -2.4 -0.49
C 0.0021 0.0193 0.0489 1.7 -0.9 0.4 0.11
N 0.0433 -1.1971 0.8807 1.6 0.8 0.4 -0.72
O -1.8108 1.8937 0.8167 0.8 -1.3 0.0 -0.39
I -3.2955 -0.5260 -0.2269 -2.5 -2.8 -0.8 0.17
H 2.1282 0.5839 0.4437 -1.5 0.6 -0.9 0.24
H 0.9872 1.9946 -0.1302 0.2 -0.5 0.1 0.27
H 0.1738 0.5028 -2.0786 -0.3 0.6 0.3 0.27
H 1.3869 -0.6936 -1.7651 -1.3 0.5 1.7 0.27
H -0.5373 -1.8084 0.3255 -1.2 -0.8 0.9 0.47
H -0.1848 -0.9098 1.8885 0.0 -1.4 -1.6 0.47
H 0.9899 -1.6623 0.8053 -0.7 0.7 0.6 0.45
```
Forces are in eV/Å.

Summary:
molecular weight: 212.010 g mol⁻¹
multiplicity: 3
HOMO level (alpha / beta): -10.27 / -13.61 eV
orbital gap (alpha / beta): 6.4 / 5.8 eV
net charge: +1
ΔE to the lowest compared entry with this formula, charge and spin: 3.2643 eV
lowest unoccupied orbital energy (alpha / beta): -3.882 / -7.788 eV
expectation value of S²: 2.009



Entry 3:
DFT (ωB97M-V/def2-TZVPD) results for 11 unconnected molecules or ions with the total composition C26H44N8O20S3 at a distorted geometry.

```
101
Properties=species:S:1:pos:R:3:forces:R:3:mulliken_charge:R:1
C 23.3716 -10.6187 24.7943 0.8 0.1 -0.4 -0.61
N 24.2823 -9.6358 24.1469 0.1 0.9 -0.7 1.12
O 24.7502 -8.7375 24.8144 -0.1 -0.3 0.1 -0.57
O 24.5082 -9.7765 22.9527 -0.2 -0.3 0.4 -0.62
H 22.5621 -10.7882 24.0925 -0.1 0.0 0.1 0.17
H 23.0871 -10.1876 25.7477 -0.1 -0.2 0.1 0.35
H 24.0280 -11.4926 24.8449 -0.4 -0.2 0.4 0.10
C 20.9468 -13.0341 27.0739 0.6 0.0 1.1 -0.88
N 22.3745 -13.2533 27.4996 0.4 -0.3 -0.8 0.84
O 22.8307 -12.4738 28.3094 -0.2 -0.1 0.0 -0.47
O 22.9968 -14.1738 27.0005 -0.3 0.1 0.2 -0.45
H 20.4313 -13.2193 28.0169 -0.4 0.3 -0.2 0.34
H 20.6284 -13.7385 26.3190 0.3 0.0 -0.2 0.31
H 20.9178 -11.9865 26.7952 -0.4 0.0 -0.1 0.31
C 24.9972 -17.1009 26.3064 0.9 1.2 -0.7 -0.16
N 25.7299 -18.3649 26.4874 -0.8 -0.5 0.4 0.98
O 25.0506 -19.3418 26.7417 0.1 -0.2 -0.1 -0.58
O 26.9345 -18.3443 26.4675 0.4 0.1 -0.3 -0.55
H 25.3754 -16.4484 27.0946 -0.6 -0.1 0.3 0.06
H 23.9321 -17.2532 26.2261 0.0 -0.2 0.4 0.34
H 25.3585 -16.5968 25.4062 0.1 -0.4 -0.1 -0.05
C 27.7739 -17.9405 21.4411 -0.3 -0.9 -0.2 -0.86
N 26.6373 -17.5758 22.3354 1.0 0.3 0.4 0.79
O 26.5994 -16.4117 22.6939 -0.4 -0.2 0.1 -0.34
O 25.8851 -18.4541 22.6801 -0.2 0.1 -0.1 -0.55
H 27.3078 -18.2105 20.4933 0.2 0.4 -0.2 0.31
H 28.2262 -18.8620 21.8032 -0.1 0.1 0.3 0.35
H 28.5032 -17.1446 21.4090 -0.2 0.2 -0.2 0.29
O 28.2459 -13.6988 30.7708 -1.2 -0.3 -0.8 -0.62
S 27.2593 -13.7565 29.7210 0.9 0.4 1.2 0.87
O 27.6993 -13.5668 28.3835 -0.6 0.1 0.3 -0.27
O 26.4094 -15.1091 29.8414 0.5 -0.1 0.0 -0.34
C 25.0409 -14.8626 30.1901 0.2 1.4 -0.3 0.15
C 25.1029 -13.5061 30.8910 0.2 -0.6 1.5 -0.50
O 26.0232 -12.7642 30.1021 0.5 -0.2 -0.9 -0.22
H 24.5109 -14.6551 29.2562 -0.3 -0.7 0.1 -0.14
H 24.6824 -15.6913 30.7869 -0.1 0.0 -0.1 0.37
H 25.5287 -13.5573 31.9020 0.0 -0.4 -0.1 0.34
H 24.1404 -13.0249 31.0477 0.0 0.3 -0.8 0.34
O 25.6496 -15.8013 18.5152 -0.5 0.4 0.5 -0.61
S 25.1818 -15.1054 19.6758 1.1 1.4 0.1 1.19
O 24.3542 -15.7799 20.6270 0.6 0.8 -0.6 -0.46
O 26.4559 -14.4115 20.4282 0.0 -1.8 -0.3 -0.22
C 26.8378 -13.2279 19.7140 -0.2 1.0 1.2 -0.37
C 25.4645 -12.5675 19.6656 0.6 -0.1 0.1 0.38
O 24.6080 -13.6407 19.2505 -1.0 -1.2 -0.3 -0.36
H 27.4835 -12.6978 20.4138 0.0 0.1 -0.2 0.23
H 27.3975 -13.3752 18.7927 -0.4 -0.4 -0.2 0.26
H 25.3297 -11.7175 19.0045 0.0 -0.2 -0.2 0.40
H 25.2116 -12.3052 20.6930 -0.2 0.2 -0.1 -0.33
O 22.5058 -11.6739 20.8653 -0.6 -1.1 0.2 -0.61
S 22.3430 -12.8190 21.7170 -0.7 0.3 0.0 1.01
O 23.4706 -13.1922 22.5125 -1.2 -0.3 -0.4 -0.11
O 21.0226 -12.5965 22.6578 1.1 0.7 0.2 -0.38
C 19.8315 -13.0302 22.0386 -1.3 -0.6 0.1 -0.30
C 20.2437 -13.8493 20.8270 0.5 -0.9 -1.3 -0.45
O 21.6429 -14.0988 21.0090 1.6 1.0 0.0 -0.32
H 19.2731 -13.6190 22.7693 0.3 -0.1 0.0 0.27
H 19.1481 -12.2294 21.7533 0.5 0.4 0.0 0.29
H 20.0607 -13.3794 19.8556 0.2 0.5 0.3 0.27
H 19.8786 -14.8654 20.6618 -0.6 0.2 0.8 0.29
C 24.9076 -8.3746 29.9424 1.4 0.4 -0.8 -1.17
C 24.5596 -9.3719 28.9883 -1.5 -0.3 0.5 0.12
C 25.2330 -9.1614 27.8336 1.0 -0.2 0.2 -0.30
N 26.0997 -8.1135 28.0526 -0.4 -0.5 0.0 0.04
C 25.9194 -7.6608 29.3254 -0.2 0.5 0.2 -0.30
H 24.5900 -8.1443 30.9433 -0.3 -0.4 0.0 0.37
H 23.8231 -10.1606 29.0636 0.0 0.1 0.3 0.48
H 25.2938 -9.8346 26.9989 0.1 0.3 -0.3 0.16
H 26.7947 -7.7895 27.4075 0.0 0.1 0.0 0.20
H 26.5052 -6.8249 29.6751 -0.1 0.0 0.1 0.42
C 28.4989 -8.5209 20.7693 -0.2 0.1 0.0 -0.71
C 29.3177 -8.4439 21.9131 0.3 0.3 0.8 -0.67
C 28.6200 -8.9694 22.9687 -0.6 -0.6 -0.2 -0.34
N 27.4120 -9.4417 22.4892 0.7 0.7 -0.5 0.46
C 27.3348 -9.1343 21.1584 -0.1 -0.1 -0.3 -0.56
H 28.6945 -8.0666 19.8122 0.0 -0.2 -0.1 0.44
H 30.2927 -7.9978 22.0301 0.0 0.1 -0.2 0.41
H 28.8317 -8.9829 24.0237 0.2 -0.2 0.0 0.43
H 26.7311 -10.0061 22.9656 -0.1 0.2 0.3 0.03
H 26.4521 -9.2994 20.5624 -0.1 -0.2 0.2 0.48
C 27.2228 -11.8556 24.7226 0.1 -0.6 -0.9 -0.63
C 26.4801 -12.5967 25.6778 -1.0 0.6 0.4 -0.74
C 25.7934 -13.5740 25.0062 0.6 -0.7 -0.4 -1.52
N 26.2344 -13.5831 23.7055 -0.7 0.2 0.5 1.16
C 27.0554 -12.5243 23.5274 0.1 0.2 -0.5 -0.91
H 27.8689 -10.9961 24.7541 0.0 0.0 0.6 0.30
H 26.3152 -12.4160 26.7275 0.3 0.2 0.0 0.92
H 25.0809 -14.3090 25.3402 0.1 0.0 0.1 0.61
H 25.8867 -14.2033 22.9938 0.1 0.0 -0.1 -0.06
H 27.3980 -12.2785 22.5347 0.3 0.0 0.1 0.87
C 30.4075 -11.4048 26.2276 -0.6 -0.5 -0.1 0.26
C 31.3642 -11.3125 27.2622 0.8 0.2 0.3 -0.92
C 31.9863 -12.5290 27.3966 -0.7 0.2 -0.5 -0.46
N 31.3974 -13.3605 26.4751 0.2 -0.3 0.9 0.00
C 30.3703 -12.7269 25.8301 1.1 0.0 -0.3 -0.60
H 29.8244 -10.6050 25.8048 -0.2 0.0 0.2 0.32
H 31.6518 -10.4526 27.8471 -0.2 0.1 -0.1 0.39
H 32.6846 -12.8736 28.1376 0.2 -0.1 -0.2 0.39
H 31.7440 -14.2795 26.2713 -0.3 -0.2 0.1 0.19
H 29.8125 -13.3301 25.1342 -0.3 0.5 -0.2 0.45
```
Forces are in eV/Å.

Summary:
SMILES: C[N+](=O)[O-].C[N+](=O)[O-].C[N+](=O)[O-].C[N+](=O)[O-].O=S1(=O)OCCO1.O=S1(=O)OCCO1.O=S1(=O)OCCO1.c1cc[nH]c1.c1cc[nH]c1.c1cc[nH]c1.c1cc[nH]c1
molecular weight: 884.875 g mol⁻¹
HOMO level: -7.67 eV
orbital gap: 7.2 eV
net charge: 0
ΔE to the lowest compared entry with this formula, charge and spin: 0.0000 eV
lowest unoccupied orbital energy: -0.453 eV



Entry 4:
DFT (ωB97M-V/def2-TZVPD) results for a molecular structure, C13H22ClMnNO10P2.

```
50
Properties=species:S:1:pos:R:3:forces:R:3:nbo_charge:R:1
Mn 0.4155 0.7233 0.9482 0.2 -0.5 0.3 1.76
N 3.2652 3.9120 0.6714 0.0 -0.1 0.3 -0.70
C 2.4907 3.4772 1.9114 -0.1 -0.1 0.0 -0.63
C 2.9334 4.2672 3.1341 0.0 0.0 -0.1 -0.64
P 2.6353 1.6591 2.0154 0.5 -0.1 -0.1 2.35
O 4.0391 1.4813 2.7253 -0.2 0.0 0.1 -0.98
O 1.4596 1.0655 2.7606 -0.2 0.2 -0.3 -1.09
O 2.6231 1.2035 0.5736 -0.3 -0.2 0.1 -1.13
P 0.7305 3.8504 1.3943 0.0 -0.1 -0.3 2.40
O -0.0734 4.0534 2.7400 0.0 0.0 0.0 -0.98
O 0.8448 5.0413 0.5308 0.0 0.0 0.1 -1.10
O 0.1960 2.5569 0.7562 -0.2 0.4 -0.1 -1.09
H 4.2065 4.2310 0.8952 0.0 0.0 0.0 0.44
H 2.7083 4.6642 0.2315 -0.1 0.2 0.0 0.48
H 3.3156 3.1152 0.0246 0.0 -0.1 -0.1 0.47
H 3.9860 4.0805 3.3538 0.0 0.0 0.0 0.24
H 2.3512 3.9576 4.0005 0.0 0.0 0.0 0.27
H 2.7792 5.3384 2.9863 0.0 0.0 0.0 0.24
H 4.3119 0.5666 2.8798 0.0 0.0 0.0 0.53
H -0.3516 4.9701 2.8715 0.0 0.0 0.0 0.53
C -2.0925 0.0354 -1.4288 0.0 0.2 0.0 -0.65
C -2.3965 -0.3345 0.0009 -0.1 0.0 -0.2 -0.07
O -1.7005 0.6003 0.8958 0.4 -0.1 -0.1 -0.76
H -2.3696 -0.7881 -2.0881 -0.1 0.1 0.0 0.25
H -1.0267 0.2172 -1.5721 0.0 -0.1 0.0 0.22
H -2.6377 0.9312 -1.7239 0.0 0.0 0.0 0.23
H -2.0880 -1.3510 0.2415 0.1 0.0 0.1 0.19
H -3.4598 -0.2291 0.2055 0.0 0.0 0.1 0.20
H -2.1040 0.5705 1.7721 0.0 0.0 0.0 0.52
C -3.0627 -4.2648 -0.4939 0.0 0.0 -0.1 -0.62
C -2.3768 -3.6607 -1.6909 -0.2 -0.1 0.1 -0.07
C -3.0438 -3.4689 -2.8909 -0.1 -0.1 0.0 -0.21
C -2.3965 -2.9143 -3.9860 -0.1 0.0 0.0 -0.05
Cl -3.2619 -2.6923 -5.4734 0.0 0.0 0.1 0.02
C -1.0734 -2.5416 -3.8964 0.2 0.0 0.0 -0.22
C -0.3889 -2.7204 -2.6981 0.1 0.0 -0.1 -0.29
C -1.0390 -3.2757 -1.6128 0.1 0.0 0.1 0.33
O -0.4601 -3.4886 -0.3743 -0.1 -0.1 -0.1 -0.50
C 0.8608 -3.0570 -0.1249 -0.1 0.0 0.0 -0.16
C 0.8144 -1.5626 0.0896 -0.2 0.2 0.1 0.76
O 0.9622 -0.7289 -0.8050 0.0 0.4 0.1 -0.64
O 0.4813 -1.1257 1.2776 0.2 0.0 -0.1 -0.66
H -4.0945 -4.5198 -0.7295 0.0 0.0 0.0 0.22
H -3.0605 -3.5755 0.3539 0.0 0.0 0.0 0.21
H -2.5476 -5.1673 -0.1627 0.0 0.0 0.0 0.24
H -4.0845 -3.7582 -2.9774 0.0 0.0 0.0 0.23
H -0.5741 -2.1044 -4.7510 0.0 0.0 0.0 0.24
H 0.6373 -2.3907 -2.6298 0.0 0.0 0.0 0.23
H 1.5587 -3.2977 -0.9265 0.0 0.0 -0.1 0.21
H 1.1578 -3.5515 0.7953 0.1 0.0 0.0 0.23
```
Forces are in eV/Å.

Summary:
molecular weight: 504.655 g mol⁻¹
multiplicity: 5
HOMO level (alpha / beta): -10.78 / -10.78 eV
orbital gap (alpha / beta): 5.3 / 7.2 eV
net charge: +1
lowest unoccupied orbital energy (alpha / beta): -5.434 / -3.587 eV
expectation value of S²: 6.056



Entry 5:
DFT (ωB97M-V/def2-TZVPD) results for a molecular structure, C13H24CrN2O11PSSb.

```
54
Properties=species:S:1:pos:R:3:forces:R:3:nbo_charge:R:1
Cr 0.3067 -0.3652 -0.4955 0.2 -0.1 0.0 1.25
O 3.8192 -1.9384 -1.6858 0.1 0.0 0.0 -0.65
C 2.8594 -1.2661 -1.3574 -0.1 0.1 -0.1 0.67
O 1.7284 -1.7363 -0.9221 0.1 -0.1 0.0 -0.85
C 2.8826 0.3070 -1.4516 -0.1 -0.1 0.0 0.66
O 3.8657 0.8829 -1.8862 0.1 0.0 0.0 -0.66
O 1.7856 0.8561 -1.0579 0.1 0.1 0.0 -0.82
C 0.1474 5.5342 1.7923 0.0 0.1 -0.1 -1.03
Sb -0.3998 3.7004 0.7265 0.0 0.1 0.1 1.08
C -1.8805 3.2060 2.2058 0.0 -0.1 0.0 -1.01
C 1.2144 2.6428 1.6550 0.0 0.0 0.0 -0.97
H 0.2891 5.3419 2.8583 0.0 0.0 0.0 0.20
H -0.6296 6.2928 1.6696 0.0 0.0 0.0 0.20
H 1.0794 5.9273 1.3786 0.0 0.0 0.0 0.21
H -1.4338 3.2547 3.2019 0.0 0.0 0.0 0.20
H -2.2499 2.1993 2.0075 0.0 0.0 0.0 0.27
H -2.7151 3.9073 2.1537 0.0 0.0 0.0 0.20
H 1.1590 2.7622 2.7390 0.0 0.0 0.0 0.20
H 2.1582 3.0411 1.2836 0.0 0.0 0.0 0.23
H 1.1695 1.5910 1.3889 0.1 0.0 0.0 0.23
C -2.9938 -0.0932 -4.0047 0.0 0.0 0.0 -0.27
O -1.7551 -0.5301 -4.5834 0.0 0.0 0.0 -0.83
P -0.6846 -1.1552 -3.5149 0.0 0.0 0.0 1.65
O -1.2641 -2.6774 -3.5177 0.1 0.0 0.1 -0.83
C -0.8334 -3.5023 -2.4213 0.0 0.0 0.0 -0.28
O 0.5708 -1.3743 -4.5324 0.0 0.0 0.0 -0.82
C 1.6113 -0.3926 -4.4863 0.0 0.0 0.0 -0.26
H -3.4936 0.5148 -4.7585 0.0 0.0 0.0 0.16
H -2.8355 0.4816 -3.0922 0.0 0.0 0.0 0.22
H -3.6228 -0.9449 -3.7397 0.0 0.0 -0.1 0.18
H -1.1111 -4.5241 -2.6771 0.0 0.0 0.0 0.16
H -1.3181 -3.1865 -1.4977 0.0 0.0 0.0 0.22
H 0.2482 -3.4442 -2.2792 0.0 0.0 0.0 0.20
H 2.5590 -0.8888 -4.2820 0.0 0.0 0.0 0.20
H 1.4320 0.3521 -3.7074 0.0 0.0 0.0 0.20
H 1.6586 0.1171 -5.4504 0.0 0.0 0.0 0.16
O -1.3950 -1.4469 -0.0389 -0.1 0.2 0.0 -1.07
S -2.2611 -0.2081 0.1436 -0.2 0.0 0.1 2.57
O -2.7926 -0.1329 1.4962 0.0 0.0 0.0 -1.03
O -1.2197 0.9035 -0.0670 -0.1 -0.1 0.1 -1.10
O -3.2894 -0.1403 -0.8810 0.1 0.0 0.0 -1.03
N 2.0950 -2.7617 1.7128 -0.1 0.0 0.1 -0.81
C 1.2122 -2.1454 2.5628 0.0 0.0 -0.1 0.41
C 0.8494 -2.7298 3.7881 0.0 0.0 0.0 -0.34
C -0.0238 -2.0549 4.6134 0.0 0.0 0.0 -0.16
C -0.5305 -0.8256 4.2145 0.0 0.0 0.0 -0.31
C -0.1181 -0.3313 2.9885 0.0 0.0 0.0 0.10
N 0.7418 -0.9524 2.1852 0.0 0.0 0.0 -0.51
H 2.1881 -3.7556 1.8317 0.0 0.0 0.0 0.36
H 2.0492 -2.4535 0.7380 0.0 0.0 0.0 0.43
H 1.2502 -3.6978 4.0653 0.0 0.0 0.0 0.19
H -0.3198 -2.4921 5.5609 0.0 0.0 0.0 0.19
H -1.2477 -0.2756 4.8069 0.0 0.0 0.0 0.21
H -0.5118 0.6073 2.6195 0.0 0.0 0.0 0.22
```
Forces are in eV/Å.

Summary:
molecular weight: 621.135 g mol⁻¹
multiplicity: 5
HOMO level (alpha / beta): -1.69 / -3.18 eV
orbital gap (alpha / beta): 6.5 / 8.0 eV
net charge: -2
ΔE to the lowest compared entry with this formula, charge and spin: 0.0000 eV
lowest unoccupied orbital energy (alpha / beta): 4.842 / 4.840 eV
expectation value of S²: 6.010



Entry 6:
DFT (ωB97M-V/def2-TZVPD) results for a single C24H23NS molecule at a distorted geometry.

```
49
Properties=species:S:1:pos:R:3:forces:R:3:nbo_charge:R:1
C 4.4443 -0.1903 -5.1444 -0.1 0.1 -0.3 -0.63
C 3.8024 -0.3000 -3.7863 -0.7 0.1 0.2 0.00
C 3.9360 0.7470 -2.8797 1.0 -0.4 0.5 -0.22
C 3.7799 0.5320 -1.5100 -1.7 0.3 -0.1 -0.19
C 3.0508 -0.5979 -1.0446 0.1 -0.4 -1.4 -0.17
S 2.1564 -0.5205 0.5321 2.3 -0.1 2.4 0.19
C 0.3168 -0.5657 0.5582 -1.7 -1.1 -3.9 -0.36
C -0.3541 0.6323 -0.1286 -0.7 0.8 0.5 0.05
C -1.7095 0.6212 -0.5792 0.4 0.0 -0.3 -0.24
C -2.2523 1.7352 -1.2391 0.5 -0.3 0.4 -0.21
C -1.5182 2.9115 -1.3984 0.4 -0.3 -0.1 -0.03
C -2.1139 4.1166 -2.0704 -0.2 0.5 -0.2 -0.63
C -0.2085 2.9247 -0.9212 -0.3 -0.1 0.0 -0.21
C 0.3432 1.8335 -0.2432 -0.1 0.0 -0.4 -0.23
C -0.4574 -1.0620 1.7514 0.5 -0.6 1.4 -0.14
C -0.1170 -2.2378 2.4051 -0.5 0.8 -0.1 0.02
N -1.0494 -2.5488 3.3696 -0.1 0.2 -0.1 -0.35
C -0.9723 -3.6703 4.2816 0.4 -0.2 0.0 -0.40
C -2.0427 -1.5788 3.3803 0.7 -0.4 -0.3 0.13
C -3.1839 -1.5600 4.1846 -0.8 0.6 0.0 -0.25
C -4.0869 -0.4919 4.0393 0.6 -0.4 -0.2 -0.21
C -3.7720 0.5440 3.1334 0.6 -0.3 -0.2 -0.25
C -2.5866 0.4993 2.3640 -0.7 0.5 0.1 -0.21
C -1.7098 -0.5962 2.4015 0.2 -0.4 0.5 -0.01
C 3.0086 -1.6906 -1.9558 -1.2 1.2 0.2 -0.21
C 3.1843 -1.4630 -3.3240 1.1 -0.1 0.0 -0.22
H 4.3336 -1.1133 -5.7223 -0.1 0.2 0.0 0.22
H 4.0773 0.6615 -5.7249 -0.1 -0.1 0.0 0.22
H 5.5262 -0.0233 -5.0293 -0.3 -0.1 0.1 0.22
H 4.1898 1.7239 -3.2860 0.6 -0.1 0.4 0.21
H 4.1305 1.2749 -0.8085 -0.6 0.4 0.1 0.22
H 0.2169 -1.3958 -0.2107 -0.4 0.8 0.7 0.23
H -2.3882 -0.2301 -0.4074 0.7 0.2 -0.2 0.22
H -3.2475 1.7077 -1.6747 0.0 -0.2 0.3 0.21
H -1.4031 4.9518 -2.0982 -0.1 -0.2 0.0 0.21
H -2.4369 3.9445 -3.1085 0.2 -0.2 0.3 0.22
H -3.0032 4.4834 -1.5367 0.2 -0.2 0.0 0.22
H 0.3975 3.7973 -1.1321 0.0 0.1 0.3 0.21
H 1.3457 1.9133 0.1866 -0.3 -0.1 -0.4 0.23
H 0.7638 -2.8587 2.2381 -0.4 0.2 0.1 0.22
H -1.8945 -3.7560 4.8682 0.3 0.0 -0.3 0.22
H -0.8120 -4.5923 3.7077 -0.1 0.1 0.2 0.21
H -0.1257 -3.5510 4.9764 -0.3 0.0 -0.1 0.20
H -3.3838 -2.3733 4.8854 0.0 0.3 -0.2 0.21
H -5.0244 -0.4597 4.6177 0.6 0.0 -0.3 0.22
H -4.4738 1.3865 3.0315 0.6 -0.4 0.0 0.22
H -2.3475 1.3426 1.7302 -0.2 0.0 0.0 0.23
H 2.8055 -2.6834 -1.6019 -0.8 -0.2 0.1 0.22
H 2.8654 -2.1744 -4.0767 0.5 -0.6 0.3 0.21
```
Forces are in eV/Å.

Summary:
SMILES: Cc1ccc(S[C@H](c2ccc(C)cc2)c2cn(C)c3ccccc23)cc1
molecular weight: 357.522 g mol⁻¹
HOMO level: -7.59 eV
orbital gap: 8.1 eV
net charge: 0
ΔE to the lowest compared entry with this formula, charge and spin: 1.0292 eV
lowest unoccupied orbital energy: 0.516 eV